Record 1
A 2-piece molecular cluster, C4H5Br2ClO overall in a non-equilibrium geometry. Source: the OMol25 dataset; level of theory: ωB97M-V/def2-TZVPD.

CARTESIAN COORDINATES (ANGSTROEM)
C  -1.11668  2.17910  1.17133
C  0.38060  0.63122  -0.89664
C  -0.46039  -0.69737  1.09748
C  -0.77830  0.34814  0.13666
O  -0.08292  2.73810  1.40692
Cl  -2.71514  2.14309  1.67438
Br  0.88958  -0.20797  2.41793
Br  -2.42228  -0.00414  -0.75428
H  1.20785  0.80084  -0.23007
H  0.18884  1.48137  -1.42907
H  0.65509  -0.23474  -1.48504
H  -1.32389  -1.04352  1.47559
H  -0.05822  -1.48568  0.55040

Results
Gap between HOMO and LUMO (alpha / beta)   6.691 / 7.892 eV
Lowest unoccupied orbital energy (alpha / beta)   0.45 / -2.65 eV
HOMO level (alpha / beta)   -0.22925 / -0.38737 hartree
2S+1   3
F_max   4.6 eV Å⁻¹
Energy above the lowest of the compared OMol25 structures with the same formula, charge and spin   42.2 kJ/mol

Record 2
A 17-piece molecular cluster, C35H62Cl24O9 overall in a non-equilibrium geometry. Source: the OMol25 dataset; level of theory: ωB97M-V/def2-TZVPD.

CARTESIAN COORDINATES (ANGSTROEM)
C  -2.81283  -6.31060  -3.47482
Cl  -2.36044  -6.88988  -5.07597
Cl  -3.58864  -7.65340  -2.65951
Cl  -3.92612  -4.92179  -3.47022
H  -1.89579  -6.12255  -2.99004
C  2.08157  0.65100  -1.91683
Cl  3.52667  0.58501  -2.98176
Cl  1.13389  2.12095  -2.16641
Cl  2.68422  0.61861  -0.28296
H  1.44719  -0.26141  -2.21954
C  4.80621  -1.92803  2.23213
Cl  5.35140  -1.62568  0.52931
Cl  3.09002  -1.63621  2.34344
Cl  5.66926  -0.88246  3.35980
H  5.05297  -2.97601  2.37949
C  2.35808  5.41706  -0.27412
Cl  0.70301  5.09212  0.48446
Cl  3.08348  6.87597  0.36359
Cl  2.03833  5.42741  -1.96555
H  2.93271  4.53998  0.04158
C  1.02695  -1.42442  4.84830
Cl  1.64915  -3.07078  5.21224
Cl  0.09509  -0.97874  6.28535
Cl  0.12695  -1.17907  3.36198
H  1.81850  -0.69030  4.79155
C  -1.05752  4.15160  5.38308
Cl  -0.34592  2.84746  6.23160
Cl  -2.68407  3.73172  4.88708
Cl  -0.06011  4.65008  3.99631
H  -1.08149  5.08844  5.95031
C  -2.69295  0.75303  0.78731
Cl  -3.08827  1.42637  -0.82276
Cl  -1.50599  1.80386  1.50115
Cl  -2.20732  -0.87366  0.60610
H  -3.58850  0.81393  1.42820
C  -3.15276  5.98302  -0.15750
Cl  -2.88998  5.41302  -1.87237
Cl  -2.99350  4.62877  0.83441
Cl  -4.83528  6.69450  -0.04619
H  -2.48299  6.76663  0.16253
C  0.10229  -5.84439  -0.64628
C  -0.16233  -4.51877  -1.19206
O  -0.74704  -4.44111  -2.29753
C  0.38758  -3.28462  -0.54786
H  0.98635  -6.22441  -1.15335
H  -0.68152  -6.52938  -0.85756
H  0.37450  -5.99815  0.42087
H  0.02264  -3.23024  0.50603
H  0.22863  -2.36665  -1.10032
H  1.47203  -3.42254  -0.46615
C  -5.04750  0.43533  5.98685
C  -4.59132  -0.36610  4.80873
O  -5.23872  -1.17465  4.18000
C  -3.14130  -0.09923  4.42585
H  -6.04648  0.16205  6.17487
H  -4.96418  1.57451  5.78517
H  -4.42754  0.17017  6.85923
H  -2.92724  -0.98630  3.81557
H  -2.55978  0.14529  5.36895
H  -3.10022  0.78273  3.74864
C  -1.78060  -1.54406  -3.53814
C  -0.43916  -2.13910  -3.88743
O  0.61749  -1.73687  -3.45018
C  -0.48337  -3.09151  -5.02599
H  -2.53260  -2.28559  -3.27227
H  -2.07437  -1.09889  -4.45803
H  -1.69730  -0.77294  -2.76883
H  0.54446  -3.45807  -5.10382
H  -0.66319  -2.51610  -5.90915
H  -1.13626  -3.93489  -4.94544
C  6.88032  2.83726  -2.86222
C  7.13033  3.23999  -1.39386
O  7.97430  2.77669  -0.66929
C  6.16449  4.26053  -0.91200
H  7.60310  2.07119  -3.17885
H  7.03698  3.72524  -3.45712
H  5.86962  2.61729  -3.08913
H  6.03471  5.11583  -1.54605
H  6.26458  4.54698  0.11999
H  5.16057  3.79489  -1.01641
C  -6.13121  1.97680  1.33578
C  -5.43148  2.48528  2.54063
O  -4.27935  2.15780  2.82476
C  -6.10304  3.58173  3.28555
H  -6.21012  0.89651  1.47497
H  -5.52088  2.11054  0.43208
H  -7.12646  2.34371  1.21846
H  -6.45324  4.34750  2.57021
H  -5.41966  3.99805  3.99945
H  -7.03602  3.29985  3.87226
C  2.55554  -4.87758  -3.97351
C  3.03204  -4.56338  -2.56856
O  2.85880  -5.35983  -1.68254
C  3.57464  -3.21621  -2.31969
H  2.83275  -4.30714  -4.83883
H  1.41230  -4.87490  -3.82083
H  2.74508  -5.92890  -4.24970
H  3.82569  -3.01220  -1.25556
H  2.82403  -2.46891  -2.57277
H  4.43920  -3.11163  -2.97540
C  3.50927  3.31946  4.02490
C  4.52486  3.50798  2.94277
O  4.20962  3.65339  1.76043
C  5.98989  3.52168  3.28810
H  3.96148  2.99276  4.92438
H  2.72051  2.65208  3.61828
H  3.02459  4.26741  4.21785
H  6.49682  2.68689  2.75311
H  6.20661  3.52266  4.46111
H  6.51030  4.46683  2.80051
C  -0.03893  3.16846  -5.92087
C  0.10058  1.72020  -5.52176
O  -0.66822  1.25726  -4.69017
C  1.15643  0.87646  -6.19147
H  -0.53213  3.25282  -6.90159
H  0.94293  3.55979  -6.00076
H  -0.56940  3.63897  -5.10218
H  1.10660  1.00176  -7.30786
H  1.01840  -0.14123  -5.86554
H  2.13821  1.17052  -5.87471
C  -4.57003  -3.63960  0.27280
C  -3.42439  -4.23542  1.07835
O  -2.25383  -4.15568  0.69924
C  -3.77987  -5.08705  2.29102
H  -4.23166  -3.61229  -0.74439
H  -4.67854  -2.59861  0.60301
H  -5.47730  -4.20724  0.43790
H  -2.89074  -5.20598  2.88504
H  -4.11705  -6.02532  1.81009
H  -4.61168  -4.65303  2.87533

Results
Gap between HOMO and LUMO   9.678 eV
Lowest unoccupied orbital energy   0.28 eV
HOMO level   -0.34552 hartree
F_max   3.0 eV Å⁻¹

Record 3
A 14-piece molecular cluster, C53H145N11O14 overall in a non-equilibrium geometry. Source: the OMol25 dataset; level of theory: ωB97M-V/def2-TZVPD.

CARTESIAN COORDINATES (ANGSTROEM)
C  11.59177  -22.12159  4.89492
C  12.00309  -21.46112  3.54074
C  12.99822  -20.29022  3.66130
O  12.51846  -19.34660  4.58474
C  12.02908  -18.15399  3.98778
N  12.73021  -22.43813  2.80330
H  10.85090  -22.91457  4.64567
H  11.12503  -21.36038  5.50687
H  12.37725  -22.52191  5.54288
H  11.05976  -21.14526  2.95383
H  13.20270  -19.76982  2.72416
H  14.02470  -20.64526  3.93271
H  11.05034  -18.26239  3.42308
H  12.80718  -17.68020  3.45623
H  11.80341  -17.59532  4.90951
H  12.20259  -23.31840  2.87735
H  12.64124  -22.19891  1.78276
C  13.71011  -29.31505  4.95530
C  14.04897  -27.93880  4.43993
C  13.82772  -27.60408  2.97272
O  14.14184  -26.29559  2.72562
C  13.57173  -25.88185  1.49070
N  13.27576  -26.87695  5.27225
H  14.40445  -30.13267  4.83957
H  12.81485  -29.76089  4.59424
H  13.53971  -29.16155  6.09695
H  15.13368  -27.76825  4.80671
H  12.76662  -27.81868  2.76391
H  14.46982  -28.20131  2.29851
H  14.03510  -24.96529  1.22176
H  12.52420  -25.66736  1.60620
H  13.69989  -26.65196  0.71618
H  13.58804  -25.99254  4.84657
H  12.29887  -26.88266  4.97675
C  8.93952  -22.98395  0.45972
C  8.80023  -24.44082  0.18270
C  8.81261  -25.18491  1.59188
O  10.09636  -25.02228  2.10712
C  10.23257  -25.65166  3.34595
N  7.54488  -24.70692  -0.66498
H  8.92731  -22.35336  -0.42790
H  9.90276  -22.81610  1.04677
H  8.15483  -22.54599  1.06236
H  9.58945  -24.86726  -0.39445
H  8.57472  -26.24404  1.45260
H  8.00923  -24.78307  2.23677
H  10.36440  -26.68424  3.32264
H  9.36038  -25.43970  4.06228
H  11.10763  -25.23865  3.80607
H  7.19728  -25.57908  -0.31956
H  7.78355  -24.69948  -1.65573
C  11.06946  -24.90528  7.22950
C  10.07559  -25.61900  8.14919
C  8.72006  -25.53298  7.59044
O  8.45511  -24.14229  7.33646
C  7.17657  -23.93820  6.72922
N  10.49203  -27.01092  8.15648
H  11.16453  -25.31374  6.18249
H  12.08018  -24.92104  7.67850
H  10.83097  -23.79367  7.17493
H  10.09442  -25.11164  9.09915
H  7.94179  -25.94098  8.25918
H  8.58898  -26.05848  6.63060
H  6.38270  -23.91146  7.49524
H  6.98016  -24.76049  6.03916
H  7.12508  -23.05244  6.06031
H  11.51067  -27.06279  8.24008
H  9.94041  -27.54564  8.84344
C  11.82607  -30.47161  11.33106
C  12.98314  -29.99757  10.39093
C  12.89168  -30.59881  8.97113
O  12.87135  -32.03161  9.05594
C  14.15465  -32.50419  9.17548
N  12.93997  -28.53073  10.45068
H  11.83507  -31.55648  11.49461
H  10.86415  -30.19487  10.92022
H  11.97113  -29.99807  12.31193
H  13.91246  -30.20183  10.87228
H  13.72339  -30.30048  8.38791
H  11.94670  -30.26789  8.53960
H  14.66883  -32.06599  10.02477
H  14.68391  -32.27261  8.30067
H  14.15821  -33.59745  9.15051
H  13.30055  -28.16407  9.58259
H  11.95261  -28.20214  10.49005
C  9.07446  -22.59230  12.39475
C  8.34191  -23.91232  12.51668
C  7.40215  -24.23756  11.36188
O  7.01799  -25.59008  11.46907
C  5.81829  -25.86149  12.28686
N  9.31579  -25.00262  12.72680
H  8.38344  -21.80291  12.72781
H  9.49414  -22.24468  11.43518
H  9.90535  -22.56649  13.09581
H  7.73571  -23.88104  13.40172
H  7.85070  -24.14813  10.35474
H  6.48804  -23.58451  11.32860
H  5.78416  -26.92178  12.38409
H  4.90904  -25.46194  11.77159
H  6.01052  -25.38578  13.24083
H  10.21007  -24.81884  12.26155
H  8.89216  -25.86170  12.37259
C  3.64320  -27.15099  9.57745
C  4.37827  -26.03298  8.91999
C  4.24020  -26.24665  7.40983
O  5.13574  -27.18228  6.82600
C  5.15827  -27.31666  5.41420
N  3.73873  -24.74535  9.36271
H  2.60042  -27.08943  9.41031
H  3.81053  -27.11333  10.61416
H  4.07771  -28.12070  9.21190
H  5.39386  -26.02517  9.12869
H  4.41156  -25.33901  6.88263
H  3.14050  -26.47012  7.19611
H  4.25163  -27.63448  4.92835
H  5.91301  -27.99849  5.11037
H  5.39425  -26.34586  4.93367
H  4.39307  -23.95663  9.31126
H  3.09885  -24.49941  8.58947
C  5.89720  -21.64187  9.11477
C  5.24199  -20.63549  10.07276
C  4.61951  -21.15969  11.36821
O  4.00320  -22.37405  11.10161
C  3.11963  -22.83553  12.11149
N  6.04733  -19.48207  10.40686
H  6.79305  -22.06985  9.57703
H  6.29173  -21.18237  8.21409
H  5.22131  -22.37088  8.72134
H  4.41104  -20.20157  9.52293
H  3.82970  -20.53589  11.69998
H  5.43077  -21.30129  12.16295
H  3.61695  -23.00234  13.05111
H  2.60482  -23.69857  11.70717
H  2.36755  -22.09181  12.34186
H  6.58099  -19.70807  11.28593
H  6.74246  -19.24007  9.76115
C  9.76974  -18.95596  9.66036
C  9.60614  -20.07550  8.63243
C  9.47918  -19.60025  7.18882
O  8.27320  -18.85211  6.98859
C  8.21321  -17.82848  6.03141
N  10.72971  -21.00531  8.69225
H  9.79147  -19.27896  10.70927
H  9.15089  -18.06497  9.59696
H  10.78090  -18.49496  9.47090
H  8.84234  -20.72368  9.04288
H  9.39355  -20.48453  6.48995
H  10.42966  -19.05140  6.96274
H  8.72117  -16.85563  6.25435
H  7.14433  -17.61852  5.84635
H  8.60655  -18.16248  5.00291
H  11.46980  -20.78015  8.06609
H  10.45744  -21.93117  8.47513
C  14.41241  -24.87338  14.29918
C  13.11054  -25.04831  13.51904
C  13.33848  -24.32007  12.22710
O  12.15543  -24.36248  11.28968
C  12.02349  -23.32649  10.27261
N  12.78196  -26.50379  13.40434
H  14.80223  -23.85313  14.31716
H  15.17332  -25.54847  13.85880
H  14.29114  -25.12078  15.33068
H  12.24549  -24.56204  14.02775
H  14.19938  -24.75502  11.71848
H  13.45051  -23.28822  12.44827
H  12.33491  -22.31053  10.60771
H  11.00339  -23.44591  9.85085
H  12.69794  -23.58454  9.43903
H  13.14725  -26.95046  12.57718
H  11.82291  -26.59428  13.17872
C  4.13261  -19.95853  5.40378
C  3.24322  -21.18092  5.44443
C  3.81479  -22.39656  4.70929
O  2.87034  -23.41559  4.64732
C  3.02395  -24.46211  3.68252
N  2.91963  -21.59375  6.80525
H  3.56685  -19.11096  5.72913
H  4.48024  -19.65543  4.42861
H  5.02347  -20.14721  6.07434
H  2.29372  -20.83662  4.91190
H  4.77408  -22.57920  5.18043
H  4.03489  -22.25320  3.65868
H  3.16983  -24.09002  2.67300
H  2.06533  -24.95064  3.68273
H  3.87923  -25.11565  3.88486
H  2.29361  -22.39701  6.70248
H  2.37198  -20.81681  7.15839
C  8.84861  -29.21232  4.09029
C  9.39646  -28.95665  5.49474
C  10.06511  -30.27858  5.98482
O  10.31312  -27.87355  5.46280
H  8.15744  -28.40499  3.79537
H  8.31889  -30.18549  4.03774
H  9.69574  -29.23681  3.43055
H  8.57260  -28.71161  6.20662
H  10.76000  -30.10672  6.82145
H  10.57563  -30.75802  5.19157
H  9.26877  -30.98705  6.31176
H  10.35084  -27.53998  6.39218
C  8.34706  -29.92998  9.02795
C  7.47790  -28.75907  9.40595
C  6.44711  -29.07612  10.49928
O  8.38699  -27.84212  9.90479
H  9.16147  -29.50309  8.46292
H  7.74927  -30.60180  8.36740
H  8.72425  -30.44348  9.93047
H  6.97227  -28.51609  8.46192
H  6.86042  -29.38897  11.40978
H  5.67780  -29.81880  10.26800
H  5.86440  -28.14392  10.71215
H  7.89341  -27.21609  10.48639
C  16.32628  -26.85625  8.34343
C  14.97282  -26.20757  8.60082
C  14.87756  -24.89919  7.80176
O  13.93589  -27.13389  8.16583
H  17.15222  -26.21535  8.59282
H  16.44277  -27.14282  7.25871
H  16.47417  -27.78635  8.82581
H  14.86911  -26.11553  9.68960
H  13.94058  -24.41903  8.13947
H  14.87217  -25.19262  6.74752
H  15.69796  -24.19247  8.05790
H  13.77375  -26.97326  7.21820

Results
Gap between HOMO and LUMO   8.892 eV
Lowest unoccupied orbital energy   0.37 eV
HOMO level   -0.31331 hartree
F_max   3.3 eV Å⁻¹
Energy above the lowest of the compared OMol25 structures with the same formula, charge and spin   38.1 kJ/mol

- What is the formula in the third record?
  C53H145N11O14